Below is the ion C10H20NOS with charge +1, with properties calculated with wB97M-V/def2-TZVPD.

Output
ΔE to the lowest compared entry with this formula, charge and spin   86.7 kcal per mole
Lowest unoccupied orbital energy   -3.82 eV
Orbital gap   9.891 eV
HOMO energy   -13.71 eV
E_tot   -920.82869 a.u.
Max |F|   4.382 eV/Å

Structure (ORCA input):
```
! wB97M-V def2-TZVPD RIJCOSX def2/J DEFGRID3
* xyz 1 1
C -0.555 -0.394 0.162
C 0.415 1.615 0.006
C -3.383 0.537 1.009
C -3.729 -1.385 2.223
C 3.668 1.715 -1.230
C 3.545 -0.932 -0.886
C 1.898 0.428 -2.215
C -1.357 -0.745 1.466
C -2.860 -0.907 1.100
C 2.815 0.433 -1.014
N -0.629 0.963 -0.121
O 0.813 -0.727 0.540
S 1.824 0.490 0.543
H -0.771 -0.891 -0.841
H 0.569 2.724 -0.087
H -3.745 0.931 2.028
H -2.710 1.322 0.662
H -4.138 0.732 0.370
H -3.427 -0.767 3.119
H -4.820 -1.463 1.963
H -3.430 -2.493 2.524
H 2.870 2.561 -1.177
H 4.442 1.734 -0.383
H 4.165 1.836 -2.200
H 2.966 -1.816 -1.074
H 3.914 -1.012 0.196
H 4.444 -0.883 -1.617
H 1.069 -0.286 -2.152
H 1.609 1.340 -2.513
H 2.297 0.101 -3.158
H -1.395 -0.071 2.345
H -1.078 -1.693 1.800
H -3.046 -1.581 0.327
*
```


Below is a cluster of 2 separate species, C3H4ClN3 in total, with properties calculated with wB97M-V/def2-TZVPD.

Output
SMILES   C=C/C=N/Cl.N#N
ΔE to the lowest compared entry with this formula, charge and spin   39.1 kcal per mole
Lowest unoccupied orbital energy   -0.12 eV
Orbital gap   9.380 eV
HOMO energy   -9.50 eV
E_tot   -741.11853 a.u.
Max |F|   4.819 eV/Å

Structure (ORCA input):
```
! wB97M-V def2-TZVPD RIJCOSX def2/J DEFGRID3
* xyz 0 1
C -1.943 -0.442 0.730
C -1.181 -0.084 -0.297
C -0.067 0.863 -0.352
N 0.761 1.245 0.601
Cl 2.153 1.946 0.132
H -1.891 -0.006 1.734
H -2.726 -1.227 0.761
H -1.465 -0.582 -1.238
H 0.065 1.266 -1.415
N 2.892 -1.529 -0.812
N 3.403 -1.450 0.156
*
```


Below is a cluster of 2 separate species, CH7IN3 in total, with properties calculated with wB97M-V/def2-TZVPD.

Output
ΔE to the lowest compared entry with this formula, charge and spin   27.2 kcal per mole
Lowest unoccupied orbital energy   -4.01 eV
Orbital gap   10.187 eV
HOMO energy   -14.20 eV
E_tot   -504.01267 a.u.
Max |F|   6.909 eV/Å

Structure (ORCA input):
```
! wB97M-V def2-TZVPD RIJCOSX def2/J DEFGRID3
* xyz 1 1
C -0.121 -1.073 -0.911
N -0.389 -0.020 -0.183
N -0.736 -1.455 -1.978
N 0.632 1.602 1.916
I 1.370 -2.438 -0.152
H 0.163 0.440 0.754
H -1.121 0.580 -0.529
H -0.600 -2.394 -2.498
H -1.498 -0.872 -2.372
H 0.151 2.033 2.677
H 0.687 2.307 1.096
H 1.459 1.289 2.181
*
```


Below is a cluster of 7 separate species, C27H52O10 in total, with properties calculated with wB97M-V/def2-TZVPD.

Output
SMILES   COC(=O)OC.O=C1CCCO1.C1CCOC1.C1CCOC1.C1CCOC1.C1CCOC1.C1CCOC1
ΔE to the lowest compared entry with this formula, charge and spin   0.0 kcal per mole
Lowest unoccupied orbital energy   0.51 eV
Orbital gap   9.891 eV
HOMO energy   -9.38 eV
E_tot   -1812.29116 a.u.
Max |F|   1.494 eV/Å

Structure (ORCA input):
```
! wB97M-V def2-TZVPD RIJCOSX def2/J DEFGRID3
* xyz 0 1
C 2.709 -0.639 0.183
O 1.769 0.026 -0.651
C 0.471 -0.055 -0.340
O 0.001 -0.709 0.554
O -0.182 0.608 -1.287
C -1.625 0.461 -1.296
H 2.283 -1.098 1.071
H 3.471 0.076 0.481
H 3.176 -1.412 -0.431
H -1.943 -0.577 -1.385
H -1.980 0.953 -2.197
H -1.979 0.948 -0.397
O -1.843 0.002 -5.220
C -0.766 0.253 -4.768
C 0.196 -0.720 -4.139
C 1.537 0.046 -4.208
C 1.082 1.507 -4.260
O -0.250 1.511 -4.780
H 0.005 -0.792 -3.070
H 0.204 -1.717 -4.557
H 2.073 -0.145 -3.276
H 2.190 -0.305 -5.005
H 1.067 1.920 -3.252
H 1.794 2.043 -4.884
C -4.678 5.512 2.021
C -3.604 4.462 1.812
C -4.056 3.849 0.479
O -5.477 3.831 0.527
C -5.932 4.796 1.468
H -4.494 6.409 1.427
H -4.838 5.829 3.051
H -3.596 3.708 2.600
H -2.602 4.886 1.733
H -3.661 2.838 0.375
H -3.694 4.459 -0.358
H -6.460 4.277 2.275
H -6.626 5.503 1.008
C 5.009 2.982 -2.157
C 4.094 4.126 -1.691
C 3.130 3.427 -0.724
O 3.930 2.404 -0.109
C 4.744 1.878 -1.126
H 6.039 3.327 -2.235
H 4.704 2.637 -3.146
H 3.608 4.656 -2.502
H 4.657 4.780 -1.024
H 2.261 2.937 -1.187
H 2.770 4.085 0.064
H 4.235 1.035 -1.633
H 5.622 1.363 -0.726
C 2.081 -4.313 -1.203
C 2.141 -5.199 -2.430
C 1.100 -4.556 -3.368
O 0.353 -3.629 -2.594
C 0.617 -3.884 -1.219
H 2.705 -3.424 -1.296
H 2.323 -4.845 -0.281
H 1.832 -6.221 -2.216
H 3.141 -5.220 -2.861
H 0.419 -5.305 -3.790
H 1.560 -4.044 -4.218
H -0.018 -4.707 -0.867
H 0.409 -2.974 -0.659
C 2.596 -3.603 3.460
C 2.032 -2.531 4.376
C 0.764 -2.150 3.611
O 0.236 -3.418 3.252
C 1.322 -4.205 2.819
H 3.348 -4.245 3.919
H 3.172 -3.124 2.654
H 2.707 -1.707 4.616
H 1.700 -2.922 5.342
H 0.981 -1.503 2.754
H 0.024 -1.650 4.232
H 1.412 -4.191 1.722
H 1.193 -5.265 3.055
C -3.003 -0.976 3.265
C -4.320 -0.404 3.862
C -4.829 0.535 2.764
O -4.129 0.238 1.575
C -2.829 -0.271 1.929
H -3.087 -2.053 3.115
H -2.145 -0.864 3.929
H -4.148 0.132 4.797
H -4.963 -1.245 4.109
H -4.696 1.591 3.025
H -5.892 0.351 2.590
H -2.130 0.571 1.980
H -2.524 -0.955 1.146
*
```


Below is a structure of composition C35H36GeN6S3Sn, with properties calculated with wB97M-V/def2-TZVPD.

Output
Lowest unoccupied orbital energy (alpha / beta)   -8.74 / -10.84 eV
Orbital gap (alpha / beta)   6.355 / 4.254 eV
HOMO energy (alpha / beta)   -15.09 / -15.09 eV
E_tot   -5168.76529 a.u.
Max |F|   1.962 eV/Å

Structure (ORCA input):
```
! wB97M-V def2-TZVPD RIJCOSX def2/J DEFGRID3
* xyz 3 2
Sn -0.808 0.307 -1.253
C -3.553 5.286 -3.495
C -2.219 5.248 -2.751
N -2.333 4.569 -1.459
C -2.274 3.273 -1.254
S -1.961 2.162 -2.558
N -2.483 2.866 0.018
N -2.406 1.580 0.172
C -3.106 0.879 0.999
C -4.264 1.440 1.754
C -2.687 -0.528 1.134
C -3.181 -1.334 2.151
C -2.779 -2.661 2.213
C -1.898 -3.138 1.260
C -1.437 -2.256 0.289
N -1.817 -0.987 0.218
H -3.410 5.775 -4.456
H -3.932 4.279 -3.671
H -4.296 5.852 -2.933
H -1.478 4.712 -3.343
H -1.856 6.255 -2.562
H -2.637 5.125 -0.665
H -4.664 2.315 1.251
H -5.060 0.712 1.889
H -3.914 1.759 2.742
H -3.860 -0.940 2.895
H -3.160 -3.312 2.989
H -1.580 -4.172 1.256
H -0.743 -2.590 -0.476
C 2.607 1.668 -2.531
C 1.972 0.586 -3.336
N 0.799 0.062 -3.076
C 0.463 -0.933 -3.968
C 1.413 -1.177 -4.907
S 2.740 -0.128 -4.685
C -0.852 -1.548 -3.848
C -1.415 -2.436 -4.702
S -3.017 -2.780 -4.234
C -2.884 -1.727 -2.905
N -1.692 -1.162 -2.811
C -4.036 -1.479 -1.994
H 1.846 2.221 -1.980
H 3.151 2.361 -3.170
H 3.328 1.243 -1.829
H 1.406 -1.902 -5.705
H -0.980 -2.878 -5.584
H -4.973 -1.526 -2.546
H -3.942 -0.495 -1.536
H -4.085 -2.232 -1.206
C 1.959 2.252 1.361
Ge 1.703 0.347 1.650
C 0.595 -0.263 3.073
C 0.476 -1.641 3.280
C -0.110 -2.108 4.443
C -0.552 -1.204 5.404
C -0.461 0.168 5.189
C 0.100 0.646 4.017
C 2.828 -0.944 0.746
C 2.489 -1.598 -0.413
C 3.384 -2.515 -0.996
C 4.589 -2.774 -0.400
C 4.959 -2.132 0.805
C 6.192 -2.394 1.450
C 6.534 -1.738 2.598
C 5.654 -0.799 3.176
C 4.449 -0.545 2.587
C 4.070 -1.194 1.388
H 2.504 2.666 2.212
H 1.002 2.768 1.283
H 2.546 2.415 0.460
H 0.863 -2.339 2.545
H -0.204 -3.172 4.617
H -0.958 -1.572 6.337
H -0.803 0.859 5.948
H 0.181 1.714 3.851
H 1.532 -1.423 -0.888
H 3.109 -3.018 -1.914
H 5.279 -3.477 -0.851
H 6.859 -3.130 1.020
H 7.483 -1.941 3.076
H 5.939 -0.288 4.085
H 3.755 0.159 3.058
*
```


Below is a structure of composition C10H24NO2PV, with properties calculated with wB97M-V/def2-TZVPD.

Output
ΔE to the lowest compared entry with this formula, charge and spin   67.3 kcal per mole
Lowest unoccupied orbital energy (alpha / beta)   0.69 / 0.49 eV
Orbital gap (alpha / beta)   5.254 / 4.806 eV
HOMO energy (alpha / beta)   -4.57 / -4.31 eV
E_tot   -1885.78068 a.u.
Max |F|   2.596 eV/Å

Structure (ORCA input):
```
! wB97M-V def2-TZVPD RIJCOSX def2/J DEFGRID3
* xyz 0 4
V 1.149 -0.946 0.001
H -2.484 2.430 -0.579
H -2.426 2.026 -1.202
P -1.148 -2.314 0.282
C -1.099 -3.078 -1.361
H -1.741 -3.963 -1.330
H -1.414 -2.383 -2.148
H -0.066 -3.364 -1.577
C -1.221 -3.462 1.729
H -1.455 -2.907 2.658
H -1.967 -4.270 1.592
H -0.212 -3.888 1.813
C -2.916 -1.808 0.332
H -3.215 -1.187 -0.516
H -3.563 -2.694 0.305
H -3.211 -1.238 1.222
C 0.768 -0.728 -1.846
O 0.281 -0.450 -2.881
H -0.652 -0.882 0.245
H 0.628 -2.422 0.407
O 2.037 1.076 0.033
C 2.232 2.319 0.138
C 1.242 3.334 0.686
C 1.662 3.766 2.087
C 2.679 4.920 2.096
C 4.009 4.663 1.379
C 3.872 4.264 -0.093
N 3.437 2.846 -0.200
H 1.237 4.200 0.005
H 0.221 2.918 0.661
H 0.759 4.092 2.633
H 2.061 2.895 2.639
H 2.206 5.831 1.695
H 2.910 5.125 3.151
H 4.670 5.540 1.525
H 4.536 3.837 1.873
H 3.220 4.977 -0.628
H 4.873 4.314 -0.545
H 3.948 2.299 -0.887
*
```


Below is a structure of composition C53H49BiClNO3P2Si, with properties calculated with wB97M-V/def2-TZVPD.

Output
ΔE to the lowest compared entry with this formula, charge and spin   23.8 kcal per mole
Lowest unoccupied orbital energy   0.34 eV
Orbital gap   7.553 eV
HOMO energy   -7.21 eV
E_tot   -3976.53642 a.u.
Max |F|   0.661 eV/Å

Structure (ORCA input):
```
! wB97M-V def2-TZVPD RIJCOSX def2/J DEFGRID3
* xyz 0 1
Bi -0.219 0.477 -0.928
C -1.948 -0.064 -3.390
C -2.880 0.059 -2.346
C -2.854 1.403 -1.893
C -1.908 2.104 -2.672
C -1.343 1.194 -3.589
H -1.732 -0.965 -3.946
H -3.559 -0.714 -2.010
H -3.527 1.846 -1.170
H -1.687 3.160 -2.608
H -0.594 1.426 -4.333
Cl 1.370 -1.485 -3.221
C 1.019 -3.150 -3.563
C 1.680 -3.715 -4.648
C 1.481 -5.049 -4.954
C 0.627 -5.818 -4.173
C -0.027 -5.237 -3.101
C 0.146 -3.891 -2.770
P -0.772 -3.121 -1.361
C -2.505 -3.505 -1.826
C -3.467 -3.530 -0.811
C -4.808 -3.712 -1.104
C -5.215 -3.862 -2.425
C -4.272 -3.833 -3.439
C -2.925 -3.657 -3.142
C -0.506 -4.320 0.007
C 0.396 -3.936 0.996
C 0.626 -4.749 2.100
C -0.048 -5.952 2.230
C -0.956 -6.342 1.252
C -1.189 -5.529 0.154
H 2.346 -3.102 -5.239
H 1.997 -5.489 -5.797
H 0.470 -6.864 -4.400
H -0.696 -5.841 -2.503
H -3.157 -3.429 0.224
H -5.536 -3.731 -0.303
H -6.263 -4.000 -2.660
H -4.581 -3.946 -4.470
H -2.204 -3.631 -3.949
H 0.913 -2.985 0.904
H 1.323 -4.433 2.866
H 0.120 -6.581 3.095
H -1.490 -7.279 1.350
H -1.927 -5.833 -0.579
N -2.180 -0.302 0.812
C -2.470 0.403 2.016
C -3.193 -0.208 3.041
C -3.510 0.487 4.192
C -3.120 1.816 4.338
C -2.379 2.415 3.338
C -2.022 1.713 2.183
P -0.904 2.460 0.952
C 0.513 3.000 1.986
C 0.763 2.348 3.196
C 1.879 2.666 3.954
C 2.783 3.618 3.508
C 2.568 4.245 2.291
C 1.447 3.935 1.535
C -1.831 3.930 0.387
C -3.216 3.978 0.546
C -3.954 5.027 0.020
C -3.323 6.047 -0.676
C -1.947 6.011 -0.841
C -1.209 4.958 -0.323
H -2.777 -0.011 0.041
H -2.260 -1.304 0.925
H -3.522 -1.233 2.916
H -4.082 0.000 4.972
H -3.377 2.369 5.231
H -2.034 3.435 3.459
H 0.088 1.584 3.552
H 2.049 2.154 4.894
H 3.659 3.856 4.098
H 3.278 4.969 1.914
H 1.328 4.423 0.582
H -3.732 3.197 1.089
H -5.028 5.045 0.155
H -3.902 6.860 -1.095
H -1.439 6.796 -1.387
H -0.145 4.948 -0.494
O 1.852 4.912 -1.927
C 3.084 4.359 -1.834
C 4.188 5.202 -1.930
C 5.465 4.681 -1.830
C 5.667 3.316 -1.639
C 4.571 2.480 -1.555
C 3.276 2.986 -1.648
C 2.124 2.065 -1.500
O 2.254 0.834 -1.590
O 0.973 2.580 -1.240
H 1.208 4.189 -1.774
H 4.016 6.260 -2.082
H 6.315 5.349 -1.895
H 6.669 2.916 -1.562
H 4.686 1.413 -1.415
C 2.576 -1.493 4.412
Si 3.232 -1.110 2.708
C 4.499 0.254 2.770
C 3.981 -2.628 1.933
C 1.843 -0.533 1.655
C 1.004 -0.136 0.865
H 3.376 -1.820 5.081
H 1.824 -2.285 4.367
H 2.104 -0.611 4.850
H 5.261 0.065 3.531
H 4.017 1.209 2.990
H 4.998 0.350 1.803
H 4.849 -2.975 2.500
H 4.305 -2.406 0.914
H 3.265 -3.447 1.881
*
```


Below is a cluster of 2 separate species, C6H11NOS in total, with properties calculated with wB97M-V/def2-TZVPD.

Output
SMILES   [H]/N=C(/C)SCC.C=C=O
ΔE to the lowest compared entry with this formula, charge and spin   64.2 kcal per mole
Lowest unoccupied orbital energy   0.70 eV
Orbital gap   9.368 eV
HOMO energy   -8.67 eV
E_tot   -763.30414 a.u.
Max |F|   3.031 eV/Å

Structure (ORCA input):
```
! wB97M-V def2-TZVPD RIJCOSX def2/J DEFGRID3
* xyz 0 1
H -0.618 -2.858 0.557
N 0.126 -2.734 -0.044
C 0.743 -1.649 0.013
C 1.840 -1.399 -0.994
S 0.422 -0.358 1.149
C 0.613 1.323 0.411
C 0.589 2.448 1.439
H 1.795 -0.422 -1.519
H 1.828 -2.248 -1.721
H 2.809 -1.436 -0.416
H 1.539 1.150 -0.183
H -0.210 1.305 -0.308
H -0.384 2.374 1.901
H 1.239 2.349 2.377
H 1.112 3.213 0.901
C -2.339 -0.572 -0.925
C -3.101 0.208 -0.248
O -3.665 0.962 0.415
H -2.581 -1.539 -1.125
H -1.757 -0.117 -1.680
*
```


Below is a cluster of 2 separate species, CH5NOP in total, with properties calculated with wB97M-V/def2-TZVPD.

Output
ΔE to the lowest compared entry with this formula, charge and spin   36.6 kcal per mole
Lowest unoccupied orbital energy (alpha / beta)   5.00 / 4.01 eV
Orbital gap (alpha / beta)   5.376 / 7.176 eV
HOMO energy (alpha / beta)   -0.38 / -3.16 eV
E_tot   -512.23456 a.u.
Max |F|   5.018 eV/Å

Structure (ORCA input):
```
! wB97M-V def2-TZVPD RIJCOSX def2/J DEFGRID3
* xyz -1 3
C -0.348 0.645 0.897
N 1.260 0.483 -1.029
O 1.300 -0.922 -1.128
P -0.676 -1.016 0.903
H -1.326 1.322 0.649
H 0.388 0.970 1.556
H 0.732 0.833 -1.831
H 0.696 -1.374 -0.341
H -2.027 -0.940 0.323
*
```


Below is a cluster of 15 separate species, C6H38O14 in total, with properties calculated with wB97M-V/def2-TZVPD.

Output
ΔE to the lowest compared entry with this formula, charge and spin   28.2 kcal per mole
Lowest unoccupied orbital energy (alpha / beta)   -4.26 / -7.70 eV
Orbital gap (alpha / beta)   9.631 / 6.192 eV
HOMO energy (alpha / beta)   -13.89 / -13.89 eV
E_tot   -1304.39299 a.u.
Max |F|   2.905 eV/Å

Structure (ORCA input):
```
! wB97M-V def2-TZVPD RIJCOSX def2/J DEFGRID3
* xyz 1 2
C 1.611 1.243 0.866
C 1.423 -0.131 0.331
C 0.395 -0.675 -0.401
C -0.865 0.046 -0.701
C 3.166 -1.211 1.771
C 2.571 -0.997 0.574
H 1.646 1.098 1.973
H 0.864 1.981 0.520
H 2.549 1.626 0.419
H 0.480 -1.655 -0.829
H -1.625 -0.431 -0.076
H -1.023 0.072 -1.777
H -0.730 1.096 -0.415
H 2.972 -0.796 2.760
H 3.714 -2.122 1.971
H 2.849 -1.758 -0.131
H -1.012 -3.382 2.312
H -0.740 -2.291 1.321
O -1.407 -2.952 1.542
H 2.917 1.985 -2.386
H 2.213 2.464 -1.227
O 3.068 2.051 -1.407
H 3.491 -0.688 -2.883
H 3.078 0.001 -1.587
O 2.946 -0.821 -2.095
H 1.541 -3.673 -1.825
H 2.581 -2.518 -1.835
O 2.302 -3.328 -2.302
H 1.375 1.415 3.589
H 0.203 2.249 4.245
O 0.594 1.369 4.130
H -4.466 0.686 -0.316
H -3.436 0.588 0.710
O -3.559 0.988 -0.182
H -1.458 3.101 -2.078
H -1.620 2.147 -3.157
O -0.890 2.639 -2.750
H -3.907 -1.488 2.111
H -2.452 -1.395 1.737
O -3.219 -0.827 1.956
H -3.362 -2.887 -1.092
H -3.012 -2.517 0.415
O -3.639 -2.951 -0.176
H 1.433 0.594 -3.909
H 0.781 1.996 -3.475
O 1.587 1.458 -3.525
H -3.213 2.882 -0.903
H -2.515 3.866 0.023
O -2.638 3.664 -0.906
H -2.308 2.447 3.641
H -1.586 3.257 2.645
O -1.612 3.117 3.596
H -0.886 -1.260 3.717
H 0.521 -1.005 4.216
O -0.040 -1.699 3.848
H 0.787 -2.511 -3.908
H 1.186 -1.405 -3.076
O 0.500 -1.603 -3.731
*
```


What is the E_tot in the third record? -504.01267 a.u.


Which of these has the highest max |F|? CH7IN3


Which value of max |F| does entry 8 give? 3.031 eV/Å